No. 1
A cluster of 2 separate species, C3H5ClS in total in a non-equilibrium geometry. Source: OMol25; level of theory: ωB97M-V/def2-TZVPD.

Gap between HOMO and LUMO = 10.15 eV
Lowest unoccupied orbital energy = 0.656 eV
Relative energy (zero: lowest compared OMol25 entry of this formula, charge and spin) = 37.8 kcal per mole
SMILES string = C=C=CCl.S
Highest occupied orbital energy = -9.5 eV
Total energy = -26547.331 eV

```
! RIJCOSX wB97M-V def2-TZVPD def2/J DEFGRID3
* xyz 0 1
C -0.106 0.979 -1.146
C -1.307 0.838 -0.609
C -2.368 0.684 0.166
Cl -2.889 -0.964 0.464
H 0.008 1.064 -2.216
H 0.774 0.768 -0.552
H -2.931 1.351 0.713
S 0.420 -2.132 0.285
H 1.063 -1.430 -0.711
H -0.774 -1.785 -0.271
*
```

No. 2
A structure of composition C24H32F18NiO14 in a non-equilibrium geometry. Source: OMol25; level of theory: ωB97M-V/def2-TZVPD.

Gap between HOMO and LUMO (alpha / beta) = 8.54 / 8.32 eV
Lowest unoccupied orbital energy (alpha / beta) = 0.089 / 0.044 eV
Relative energy (zero: lowest compared OMol25 entry of this formula, charge and spin) = 0.0 kcal per mole
Expectation value of S² = 2.003
Highest occupied orbital energy (alpha / beta) = -8.4 / -8.3 eV
Total energy = -144028.499 eV

```
! RIJCOSX wB97M-V def2-TZVPD def2/J DEFGRID3
* xyz 0 3
Ni -0.238 0.746 0.429
O 0.844 2.219 1.031
H 0.932 2.990 1.625
O -1.485 -0.686 0.123
H -1.819 -1.258 -0.595
C -1.156 5.253 -0.055
C -1.005 4.950 -1.532
O -2.095 4.168 -1.936
C -2.236 2.758 -1.655
O -1.331 2.080 -1.111
C -3.572 2.146 -2.110
F -4.070 1.400 -1.094
F -4.449 3.083 -2.415
F -3.406 1.357 -3.124
H -0.889 4.343 0.483
H -2.178 5.476 0.250
H -0.572 6.139 0.195
H -0.079 4.441 -1.801
H -1.046 5.793 -2.222
C 5.874 -0.167 2.719
C 4.549 -0.125 1.964
O 4.065 -1.469 1.774
C 4.273 -2.198 0.701
O 4.944 -1.867 -0.293
C 3.622 -3.630 0.748
F 2.733 -3.772 1.790
F 3.069 -3.961 -0.438
F 4.737 -4.460 0.847
H 6.164 0.866 2.910
H 6.703 -0.725 2.284
H 5.715 -0.613 3.701
H 4.620 0.399 1.011
H 3.756 0.424 2.472
C -1.243 -4.393 2.242
C -0.788 -2.959 1.976
O -0.078 -2.467 3.065
C 0.612 -1.353 3.005
O 0.883 -0.725 1.952
C 1.181 -0.816 4.340
F 2.424 -0.317 4.163
F 0.424 0.167 4.686
F 1.038 -1.754 5.299
H -1.792 -4.802 1.394
H -1.874 -4.511 3.123
H -0.369 -5.012 2.448
H -1.718 -2.392 1.947
H -0.224 -2.862 1.049
C -3.643 -1.027 -5.444
C -2.221 -1.625 -5.452
O -2.100 -2.307 -4.205
C -0.989 -2.951 -3.912
O -0.096 -3.268 -4.733
C -0.939 -3.340 -2.377
F -2.191 -3.199 -1.813
F -0.573 -4.613 -2.203
F -0.107 -2.581 -1.737
H -3.927 -0.469 -6.336
H -3.960 -0.546 -4.519
H -4.310 -1.889 -5.476
H -1.429 -0.877 -5.496
H -2.076 -2.276 -6.314
C -4.605 -0.661 1.837
C -3.776 -0.324 3.152
O -3.741 1.036 3.326
C -2.695 1.791 2.826
O -1.668 1.326 2.300
C -2.875 3.323 3.123
F -1.852 3.826 3.735
F -3.023 3.938 1.917
F -3.949 3.497 3.893
H -4.735 -1.729 1.664
H -4.142 -0.225 0.952
H -5.580 -0.223 2.050
H -2.825 -0.843 3.030
H -4.282 -0.828 3.976
C 4.564 2.813 -1.240
C 3.240 2.111 -1.082
O 3.411 0.837 -1.661
C 2.344 0.067 -1.771
O 1.321 0.055 -1.086
C 2.481 -0.910 -2.951
F 2.507 -2.095 -2.428
F 1.376 -0.814 -3.693
F 3.497 -0.628 -3.801
H 5.387 2.244 -0.808
H 4.449 3.777 -0.745
H 4.718 2.954 -2.310
H 2.442 2.686 -1.552
H 3.122 2.065 0.000
*
```

No. 3
The ion C4H6IN2 with charge +1 in a non-equilibrium geometry. Source: OMol25; level of theory: ωB97M-V/def2-TZVPD.

Gap between HOMO and LUMO (alpha / beta) = 6.25 / 6.96 eV
Lowest unoccupied orbital energy (alpha / beta) = -6.869 / -6.604 eV
Relative energy (zero: lowest compared OMol25 entry of this formula, charge and spin) = 141.9 kcal per mole
Highest occupied orbital energy (alpha / beta) = -13.1 / -13.6 eV
Total energy = -15313.046 eV

```
! RIJCOSX wB97M-V def2-TZVPD def2/J DEFGRID3
* xyz 1 1
C -0.279 -0.331 1.482
C -0.382 -0.664 0.031
C 1.194 1.560 2.098
C -0.045 -0.477 -2.346
N 0.126 0.753 2.231
N 0.307 -0.429 -0.977
I 1.546 2.588 0.373
H -0.719 -1.109 2.188
H -1.443 -0.885 0.070
H 0.274 0.373 -2.926
H 0.527 -1.208 -2.833
H -1.069 -0.711 -2.538
H -0.036 0.540 3.147
*
```

No. 4
The molecule C6H11N in a non-equilibrium geometry. Source: OMol25; level of theory: ωB97M-V/def2-TZVPD.

Gap between HOMO and LUMO = 9.80 eV
Lowest unoccupied orbital energy = 0.905 eV
Relative energy (zero: lowest compared OMol25 entry of this formula, charge and spin) = 156.9 kcal per mole
SMILES string = C[C@]12C[C@H](CN1)C2
Highest occupied orbital energy = -8.9 eV
Total energy = -7883.728 eV

```
! RIJCOSX wB97M-V def2-TZVPD def2/J DEFGRID3
* xyz 0 1
C 1.651 -0.613 -1.231
C 0.414 -0.356 -0.245
C 0.414 1.089 0.212
C -0.784 0.805 1.116
C -1.750 0.199 -0.078
N -0.822 -0.441 -1.007
C 0.072 -0.691 1.203
H 2.089 -1.547 -1.284
H 2.687 -0.101 -0.850
H 1.092 0.240 -2.063
H 1.472 0.886 0.887
H 0.566 2.207 -0.388
H -1.257 1.556 1.874
H -2.536 -0.674 0.003
H -2.315 1.097 -0.527
H -0.991 -1.545 -1.007
H -0.961 -1.462 1.347
H 0.960 -0.648 2.037
*
```

No. 5
A structure of composition C7H9AlBCaClF9InKLiNO7 in a non-equilibrium geometry. Source: OMol25; level of theory: ωB97M-V/def2-TZVPD.

Gap between HOMO and LUMO = 3.15 eV
Lowest unoccupied orbital energy = -6.938 eV
Highest occupied orbital energy = -10.1 eV
Total energy = -107604.406 eV

```
! RIJCOSX wB97M-V def2-TZVPD def2/J DEFGRID3
* xyz 1 1
F -1.868 2.040 -1.098
C -2.534 1.351 -0.083
F -1.729 1.468 1.025
F -3.626 2.042 0.122
C -2.865 -0.170 -0.425
F -4.148 -0.263 -0.042
F -2.154 -0.979 0.373
C -2.767 -0.578 -1.883
C -1.488 -1.351 -2.291
C -0.094 -0.867 -1.824
In 1.028 -2.681 -0.993
H -3.002 0.248 -2.559
H -3.626 -1.331 -2.053
H -1.462 -1.302 -3.381
H -1.617 -2.398 -2.025
H 0.498 -0.440 -2.657
H -0.100 -0.141 -0.986
H 2.750 -2.343 -0.794
H 0.684 -4.069 -2.069
H 0.233 -3.087 0.553
Ca 1.950 0.787 -2.651
B 0.000 0.314 4.581
O 1.117 0.368 3.581
C 0.992 -0.678 2.781
O 1.723 -0.924 1.854
C -0.223 -1.494 3.211
O -0.609 -2.499 2.683
O -0.784 -0.901 4.243
F -0.809 1.475 4.436
F 0.491 0.234 5.849
N 4.715 3.755 -0.702
O 5.874 4.000 -1.252
O 4.022 2.857 -1.169
O 4.357 4.401 0.261
Li -2.560 3.813 -1.488
K -0.153 2.500 1.781
F -4.904 -1.787 -2.691
Al 0.192 -5.537 -0.024
Cl 6.401 2.601 0.209
F 6.140 1.742 -2.263
*
```

> Which formula does entry 5 have?

C7H9AlBCaClF9InKLiNO7

> Look up the total energy of the fourth one.

-7883.728 eV

What did the first record say?
A cluster of 2 separate species, C3H5ClS in total in a non-equilibrium geometry. Source: OMol25; level of theory: ωB97M-V/def2-TZVPD.

Gap between HOMO and LUMO = 10.15 eV
Lowest unoccupied orbital energy = 0.656 eV
Relative energy (zero: lowest compared OMol25 entry of this formula, charge and spin) = 37.8 kcal per mole
SMILES string = C=C=CCl.S
Highest occupied orbital energy = -9.5 eV
Total energy = -26547.331 eV

```
! RIJCOSX wB97M-V def2-TZVPD def2/J DEFGRID3
* xyz 0 1
C -0.106 0.979 -1.146
C -1.307 0.838 -0.609
C -2.368 0.684 0.166
Cl -2.889 -0.964 0.464
H 0.008 1.064 -2.216
H 0.774 0.768 -0.552
H -2.931 1.351 0.713
S 0.420 -2.132 0.285
H 1.063 -1.430 -0.711
H -0.774 -1.785 -0.271
*
```

> The lowest total energy belongs to which entry?

C24H32F18NiO14